{"formula": "C4H9NO2S", "method": "ωB97M-V with the def2-TZVPD basis set", "elements": ["S", "O", "O", "N", "C", "C", "C", "C", "H", "H", "H", "H", "H", "H", "H", "H", "H"], "xyz": [[1.13346, 0.39675, 0.22466], [2.00595, 1.27986, 0.99182], [-1.23652, -0.84965, -0.62684], [-0.28429, 0.88455, 0.55277], [-2.73604, 0.74804, 0.47199], [1.44753, 0.36283, -1.59381], [-1.45252, 0.06129, 0.09481], [1.39042, -1.34139, 0.84417], [0.55788, -1.95830, 0.52957], [2.45611, -1.64725, 0.60027], [1.55020, 1.31806, -2.00984], [-3.53382, 0.71507, -0.28285], [-3.23294, -0.00041, 1.21709], [-2.46550, 1.61148, 0.83514], [2.38608, -0.06200, -1.65440], [0.74010, -0.21872, -2.07519], [1.27388, -1.30021, 1.88064]], "atomic_forces_ev_per_a": [[-0.10, 0.53, 1.27], [0.59, -0.78, -1.20], [1.69, -6.02, -5.34], [-1.01, -0.97, -1.10], [-2.22, -7.44, -1.25], [0.36, 0.12, 2.55], [-1.57, 7.16, 5.98], [1.31, 0.63, -2.10], [0.30, -0.28, -0.78], [-1.53, 0.05, 0.06], [-0.35, 1.67, -0.10], [0.46, 0.71, -0.43], [0.61, 1.60, -0.35], [0.84, 4.67, 2.08], [2.12, -1.23, -0.34], [-1.57, -1.11, -0.72], [0.07, 0.69, 1.78]], "nbo_charge": [1.9526, -0.9047, -0.3672, -0.8112, -0.6099, -0.8097, 0.2935, -0.8413, 0.2576, 0.2417, 0.2530, 0.2034, 0.1951, 0.2240, 0.2241, 0.2489, 0.2501], "energy_ev": -20706.8482, "homo_lumo_gap_ha": [0.19512, 0.26744], "s2": 2.009, "spin_multiplicity": 3, "molar_mass_g_mol": 135.19, "homo_energy_ev": [-4.67, -9.86], "de_lowest_ev": 2.798}


{"formula": "C4H9NO2SSi", "method": "ωB97M-V with the def2-TZVPD basis set", "elements": ["S", "Si", "O", "O", "N", "C", "C", "C", "C", "H", "H", "H", "H", "H", "H", "H", "H", "H"], "xyz": [[-2.99718, -1.26305, -0.61634], [-1.42952, -0.05218, 0.18797], [1.02691, 0.73287, 1.00782], [-1.62532, -0.08716, 1.79065], [0.07629, -0.76799, -0.32008], [2.76248, -2.00427, -0.28139], [-1.46467, 2.68635, -0.58027], [2.49790, -0.71298, -0.16840], [1.17091, -0.18434, 0.21699], [-3.88915, -0.82340, 0.25790], [3.26624, 0.04075, -0.27292], [2.01197, -2.76128, -0.11809], [-1.26255, 2.66439, -1.63462], [-2.45591, 2.99652, -0.31065], [0.18661, -1.47741, -1.02671], [-0.67252, 3.05793, 0.04048], [3.75187, -2.36143, -0.51261], [-0.95434, 0.31669, 2.34027]], "atomic_forces_ev_per_a": [[0.51, -0.13, -0.47], [-0.42, 2.93, -0.88], [0.24, 0.31, 0.23], [-0.43, -0.30, 0.50], [-0.55, -0.37, -0.39], [0.03, 0.02, -0.04], [0.01, -3.01, 0.70], [0.25, 0.09, 0.01], [0.18, -0.08, 0.03], [-0.23, 0.22, 0.34], [0.09, 0.01, 0.02], [-0.19, -0.09, 0.01], [0.06, -0.01, -0.28], [-0.30, 0.07, 0.09], [0.04, 0.00, -0.01], [0.24, 0.09, 0.18], [0.18, 0.01, -0.03], [0.27, 0.24, -0.01]], "nbo_charge": [-0.4610, 1.6802, -0.6177, -1.1220, -1.0551, -0.3372, -0.7835, -0.2784, 0.6473, 0.1719, 0.2300, 0.1968, 0.1872, 0.1887, 0.4218, 0.1961, 0.2089, 0.5260], "energy_ev": -28592.4147, "homo_lumo_gap_ha": [0.30309, 0.30312], "molar_mass_g_mol": 163.27, "homo_energy_ev": [-7.98, -7.98], "de_lowest_ev": 1.742}


{"formula": "C4H9NO3", "method": "ωB97M-V with the def2-TZVPD basis set", "elements": ["O", "O", "O", "N", "C", "C", "C", "C", "H", "H", "H", "H", "H", "H", "H", "H", "H"], "xyz": [[-1.28145, -1.71088, 1.07287], [1.87469, 0.55215, -0.89639], [-0.37898, 1.09526, -0.40226], [0.96467, 0.77174, 0.19742], [-1.08542, 1.97758, 0.45876], [0.80983, -0.52271, 0.87492], [-0.38557, -1.32824, 0.32050], [-0.35492, -1.75095, -1.12476], [0.66096, -1.74045, -1.52186], [-0.42727, 2.74115, 0.88537], [-1.86271, 2.47720, -0.12602], [2.44096, 1.34291, -0.83075], [1.71519, -1.13584, 0.81870], [-0.74206, -2.77044, -1.20450], [0.59928, -0.32049, 1.93012], [-1.56084, 1.40198, 1.25930], [-0.98636, -1.07998, -1.71139]], "atomic_forces_ev_per_a": [[1.39, 0.84, -1.00], [-0.79, 0.71, 0.76], [1.68, -0.35, 0.07], [-0.24, 0.17, -0.74], [0.12, -0.03, 0.34], [-1.12, -0.23, 0.19], [-0.88, -1.02, 1.07], [0.12, -0.21, -0.06], [-0.09, 0.20, -0.05], [0.01, -0.15, -0.07], [0.17, -0.23, -0.11], [-0.37, -0.37, -0.20], [-0.04, 0.37, -0.20], [-0.10, 0.18, 0.08], [-0.01, 0.01, -0.18], [0.00, 0.15, 0.07], [0.13, -0.05, 0.04]], "nbo_charge": [-0.5471, -0.5761, -0.4319, 0.0936, -0.2641, -0.3730, 0.6043, -0.7314, 0.2259, 0.1867, 0.1993, 0.4802, 0.2362, 0.2364, 0.2265, 0.1781, 0.2563], "energy_ev": -11922.8552, "homo_lumo_gap_ha": 0.37377, "molar_mass_g_mol": 119.12, "smiles": "CON(O)CC(C)=O", "homo_energy_ev": -9.42, "de_lowest_ev": 4.686}